12
Properties=species:S:1:pos:R:3:nbo_charge:R:1 method="wB97M-V/def2-TZVPD" charge=0 mol_weight_g_mol=273.1 homo_energy_ha="-0.28137 / -0.32873" orbital_gap_ev="7.17 / 7.84" e_tot_ha=-424.4734 s2=2.010 spin_multiplicity=3
O -0.8394 -0.8722 -0.3524 -0.603
Pt -1.0611 0.4455 -1.3141 1.042
O -2.1762 1.2736 -0.2114 -0.475
C 0.2181 -1.3627 0.4070 -0.077
C 1.3428 -0.3564 0.6040 -0.648
H -0.1524 -1.6918 1.3974 0.180
H 0.6301 -2.2651 -0.0864 0.178
H 0.9855 0.5088 1.1829 0.218
H 2.1871 -0.8105 1.1440 0.221
H 1.7132 0.0068 -0.3677 0.204
O -1.6521 2.2058 -1.4329 -0.729
H -1.1955 2.9180 -0.9705 0.488

12
Properties=species:S:1:pos:R:3:nbo_charge:R:1 method="wB97M-V/def2-TZVPD" de_lowest_kj_mol=100.58 charge=0 mol_weight_g_mol=110.1 smiles="CC(=O)OS.O" homo_energy_ha=-0.34422 orbital_gap_ev=9.92 e_tot_ha=-703.6746
C -2.1471 -0.0527 0.1737 -0.706
C -0.6088 0.1096 0.0009 0.811
O 0.0170 0.2140 -1.0478 -0.631
O -0.0563 0.3195 1.1925 -0.647
S 1.5751 0.4593 1.4366 0.349
H -2.4842 -0.1395 1.2039 0.242
H -2.5048 0.9500 -0.3589 0.249
H -2.4118 -0.8847 -0.4652 0.242
H 1.3837 1.0586 2.6398 0.102
O 2.6190 -0.7876 -1.2859 -0.953
H 2.9648 -0.5763 -2.0821 0.456
H 1.6533 -0.6703 -1.4075 0.488

Repeat the second record exactly.
12
Properties=species:S:1:pos:R:3:nbo_charge:R:1 method="wB97M-V/def2-TZVPD" de_lowest_kj_mol=100.58 charge=0 mol_weight_g_mol=110.1 smiles="CC(=O)OS.O" homo_energy_ha=-0.34422 orbital_gap_ev=9.92 e_tot_ha=-703.6746
C -2.1471 -0.0527 0.1737 -0.706
C -0.6088 0.1096 0.0009 0.811
O 0.0170 0.2140 -1.0478 -0.631
O -0.0563 0.3195 1.1925 -0.647
S 1.5751 0.4593 1.4366 0.349
H -2.4842 -0.1395 1.2039 0.242
H -2.5048 0.9500 -0.3589 0.249
H -2.4118 -0.8847 -0.4652 0.242
H 1.3837 1.0586 2.6398 0.102
O 2.6190 -0.7876 -1.2859 -0.953
H 2.9648 -0.5763 -2.0821 0.456
H 1.6533 -0.6703 -1.4075 0.488

Please write out number 1 again, unchanged.
12
Properties=species:S:1:pos:R:3:nbo_charge:R:1 method="wB97M-V/def2-TZVPD" charge=0 mol_weight_g_mol=273.1 homo_energy_ha="-0.28137 / -0.32873" orbital_gap_ev="7.17 / 7.84" e_tot_ha=-424.4734 s2=2.010 spin_multiplicity=3
O -0.8394 -0.8722 -0.3524 -0.603
Pt -1.0611 0.4455 -1.3141 1.042
O -2.1762 1.2736 -0.2114 -0.475
C 0.2181 -1.3627 0.4070 -0.077
C 1.3428 -0.3564 0.6040 -0.648
H -0.1524 -1.6918 1.3974 0.180
H 0.6301 -2.2651 -0.0864 0.178
H 0.9855 0.5088 1.1829 0.218
H 2.1871 -0.8105 1.1440 0.221
H 1.7132 0.0068 -0.3677 0.204
O -1.6521 2.2058 -1.4329 -0.729
H -1.1955 2.9180 -0.9705 0.488

Copy entry 2 word for word.
12
Properties=species:S:1:pos:R:3:nbo_charge:R:1 method="wB97M-V/def2-TZVPD" de_lowest_kj_mol=100.58 charge=0 mol_weight_g_mol=110.1 smiles="CC(=O)OS.O" homo_energy_ha=-0.34422 orbital_gap_ev=9.92 e_tot_ha=-703.6746
C -2.1471 -0.0527 0.1737 -0.706
C -0.6088 0.1096 0.0009 0.811
O 0.0170 0.2140 -1.0478 -0.631
O -0.0563 0.3195 1.1925 -0.647
S 1.5751 0.4593 1.4366 0.349
H -2.4842 -0.1395 1.2039 0.242
H -2.5048 0.9500 -0.3589 0.249
H -2.4118 -0.8847 -0.4652 0.242
H 1.3837 1.0586 2.6398 0.102
O 2.6190 -0.7876 -1.2859 -0.953
H 2.9648 -0.5763 -2.0821 0.456
H 1.6533 -0.6703 -1.4075 0.488